1.
Formula: C24H17AgN5O2
Source: OMol25
Level of theory: the ωB97M-V functional and the def2-TZVPD basis

Last column: Löwdin charge in e.
Cartesian coordinates (Å):
Ag -0.698695 -0.490555 0.494830  0.691
O 0.558548 -0.134134 4.725940  0.033
C 0.343467 -0.521414 3.582243  -0.473
N 0.508545 0.144997 2.424588  0.063
C 1.360736 1.197759 2.381634  -0.470
O 2.347713 1.396198 3.079579  0.038
C 1.109421 2.195189 1.248772  -0.217
C 2.103994 3.116154 0.936911  -0.022
C 1.902098 3.969187 -0.132805  -0.075
C 0.715327 3.886090 -0.848001  -0.075
C -0.226802 2.951838 -0.446313  -0.151
N -0.036929 2.130251 0.580275  0.084
C -0.233814 -1.931541 3.440714  -0.194
C -0.396571 -2.699923 4.589749  -0.014
C -0.915924 -3.975106 4.469081  -0.080
C -1.265999 -4.444302 3.210817  -0.082
C -1.070403 -3.607266 2.124058  -0.146
N -0.558750 -2.385614 2.235864  0.060
H 3.008526 3.117553 1.527687  0.110
H 2.667181 4.682112 -0.417078  0.099
H 0.524523 4.520948 -1.703400  0.095
H -1.164811 2.835305 -0.980830  0.104
H -0.110928 -2.267141 5.537313  0.109
H -1.052321 -4.596282 5.346470  0.098
H -1.684274 -5.432325 3.069713  0.093
H -1.344071 -3.917641 1.120933  0.103
C 3.970006 1.286430 -2.551340  -0.106
C 3.659847 0.691845 -1.337903  -0.084
C 2.386341 0.177837 -1.125828  -0.040
C 1.429737 0.277989 -2.122148  -0.254
C 1.729578 0.875577 -3.339192  -0.043
C 3.004161 1.374558 -3.550652  -0.099
N 0.129325 -0.263643 -1.787282  -0.008
N -0.776749 0.042112 -2.577473  0.057
C -2.098646 -0.426781 -2.188452  -0.329
C -2.978478 -0.496968 -3.266765  -0.081
C -4.275986 -0.925749 -3.047200  -0.131
C -4.658094 -1.233998 -1.742686  -0.133
C -3.757078 -1.113636 -0.692133  -0.172
C -2.423982 -0.698425 -0.855160  -0.176
H 4.962697 1.685170 -2.721713  0.093
H 4.396783 0.633033 -0.547128  0.105
H 2.113310 -0.284332 -0.183405  0.098
H 0.959928 0.948710 -4.095412  0.097
H 3.246856 1.840158 -4.498407  0.094
H -2.638508 -0.222228 -4.259063  0.091
H -4.978314 -1.006965 -3.868048  0.084
H -5.676731 -1.556300 -1.549060  0.084
H -4.115793 -1.344729 0.307701  0.070

Atoms 1-2, force components in eV/Å:
Ag -0.5918 -0.0585 0.5690
O -0.0132 0.0185 -0.0521

The total energy comes out at -1496.0455 Eh. Its charge is -1. The calculation puts the LUMO energy at 2.64 eV.


2.
Formula: C24H17Cl2InN6
Source: OMol25
Level of theory: the ωB97M-V functional and the def2-TZVPD basis

Last column: Löwdin charge in e.
Cartesian coordinates (Å):
In 0.047735 0.386417 1.438782  0.731
N -4.422532 0.501637 1.449455  0.163
C -3.170477 0.136377 1.625708  -0.098
N -2.157951 0.673485 0.984444  0.042
C -2.380633 1.719853 0.090772  -0.245
N -1.403029 2.310876 -0.535967  0.112
N -0.179576 1.825235 -0.197183  -0.083
C 0.865016 2.196185 -0.824790  0.001
C 2.143998 1.584539 -0.443101  -0.237
C 3.339863 1.975186 -1.013412  0.035
C 4.512243 1.348359 -0.606276  0.011
C 4.450751 0.357265 0.357113  0.006
C 3.214771 0.018632 0.887716  -0.070
N 2.091452 0.611731 0.488130  0.007
C -3.745226 2.147611 -0.151753  -0.079
C -4.063582 3.169894 -1.051161  0.016
C -5.378952 3.536857 -1.229975  -0.024
C -6.395461 2.894909 -0.518231  -0.017
C -6.102237 1.884094 0.374762  0.014
C -4.775669 1.517313 0.551469  -0.152
H -5.151401 0.047706 1.983471  0.182
H -2.977937 -0.650719 2.345244  0.150
H 0.811122 2.924515 -1.628271  0.158
H 3.353050 2.760471 -1.757175  0.137
H 5.461783 1.637653 -1.035745  0.135
H 5.339929 -0.149838 0.702630  0.130
H 3.120201 -0.737995 1.656783  0.131
H -3.266935 3.658702 -1.592809  0.124
H -5.629349 4.326861 -1.923820  0.125
H -7.424787 3.191410 -0.665681  0.127
H -6.888553 1.386919 0.928945  0.130
Cl -0.156890 -1.531649 -0.974127  0.630
C -0.232206 -2.919610 0.112874  -0.861
Cl -0.203479 -2.346899 1.810293  0.640
H 0.636530 -3.549053 -0.039330  0.055
H -1.160470 -3.454881 -0.046999  0.054
N 1.078457 1.486531 11.373730  0.190
C 0.974666 1.366985 10.236793  -0.165
C 0.841929 1.220025 8.813321  -0.207
C 0.618138 -0.042373 8.266449  -0.004
C 0.487884 -0.182974 6.898994  -0.013
C 0.579939 0.937035 6.070962  -0.245
C 0.807027 2.200116 6.622755  -0.008
C 0.937134 2.340795 7.990905  -0.002
C 0.441505 0.801847 4.652085  -0.104
C 0.312850 0.696752 3.452437  -0.122
H 0.549368 -0.902298 8.917773  0.130
H 0.316448 -1.159147 6.466359  0.120
H 0.879796 3.063570 5.976247  0.123
H 1.112621 3.313388 8.428773  0.130

Atoms 1-2, force components in eV/Å:
In 0.0034 0.3718 0.2957
N -0.0187 -0.0393 0.0383

The total energy comes out at -2363.2622 Eh. Its charge is +2. The calculation puts the LUMO energy at -7.11 eV. The value obtained for the energy above the lowest of the compared OMol25 structures with the same formula, charge and spin is 7.76 kJ/mol.


Highest occupied orbital energy readings, ordered: -4.08; -13.41 eV